(1)
Molecular formula: C19H17NO3
Method: DFT, wB97M-V/def2-TZVPD

Each line ends with the natural charge from an NBO analysis.
Geometry (Å):
O (1.32, -1.10, 0.12)  -0.497
O (0.93, -0.35, -2.04)  -0.710
O (2.48, 1.37, -0.60)  -0.528
N (-1.64, 0.44, -0.01)  -0.430
C (-3.48, -1.12, -0.22)  -0.105
C (-0.84, -0.46, -0.51)  0.222
C (5.40, -0.51, 0.50)  -0.218
C (3.46, -1.90, 0.76)  -0.227
C (2.66, -0.88, 0.25)  0.204
C (3.24, 0.34, -0.11)  0.281
C (1.08, 1.28, -0.27)  0.250
C (0.63, -0.14, -0.69)  0.450
C (-2.58, -2.07, -0.75)  -0.134
C (0.87, 1.54, 1.22)  -0.655
C (0.40, 2.35, -1.12)  -0.633
C (-5.66, -0.39, 0.49)  -0.211
C (-2.94, 0.15, 0.14)  0.155
C (-4.85, -1.36, -0.03)  -0.171
C (-1.27, -1.75, -0.90)  -0.227
C (4.82, -1.71, 0.89)  -0.221
C (-3.80, 1.13, 0.68)  -0.184
C (4.62, 0.51, 0.00)  -0.262
C (-5.13, 0.86, 0.85)  -0.205
H (-5.78, 1.62, 1.26)  0.216
H (1.79, 0.05, -2.24)  0.486
H (-3.37, 2.09, 0.94)  0.222
H (-2.96, -3.05, -1.04)  0.216
H (5.04, 1.45, -0.30)  0.225
H (-0.54, -2.44, -1.30)  0.238
H (6.47, -0.37, 0.58)  0.215
H (0.47, 2.11, -2.18)  0.221
H (-0.65, 2.41, -0.84)  0.243
H (1.29, 2.51, 1.47)  0.217
H (-5.25, -2.33, -0.30)  0.211
H (0.88, 3.31, -0.94)  0.218
H (5.44, -2.50, 1.28)  0.215
H (1.36, 0.78, 1.82)  0.221
H (-0.19, 1.53, 1.43)  0.248
H (2.99, -2.82, 1.05)  0.225
H (-6.71, -0.58, 0.64)  0.216

Properties
Calculated total energy: -1014.72443 a.u.
SMILES: CC1(C)Oc2ccccc2O[C@@]1(O)c1ccc2ccccc2n1
Energy relative to the best compared isomer or geometry (same formula, charge and spin): 6.2 kcal/mol
Highest occupied orbital energy: -8.460 eV
Kohn-Sham gap: 8.672 eV


(2)
Molecular formula: C19H17NO4
Method: DFT, wB97M-V/def2-TZVPD

Each line ends with the natural charge from an NBO analysis.
Geometry (Å):
O (-0.46, -1.50, -2.21)  -0.617
O (-1.51, 2.13, 0.28)  -0.423
O (2.90, -2.66, 1.25)  -0.529
O (-5.76, -1.25, -0.18)  -0.666
N (0.68, -1.62, -0.27)  -0.432
C (-3.42, -0.80, -0.43)  -0.297
C (0.82, 1.90, -0.28)  -0.040
C (1.78, 1.36, -1.15)  -0.223
C (-2.39, 0.12, -0.28)  0.001
C (0.96, -1.18, 1.08)  -0.250
C (3.05, 1.89, -1.19)  -0.198
C (2.91, -2.54, -0.17)  -0.076
C (-0.24, -1.06, -1.10)  0.668
C (-0.51, 1.34, -0.20)  0.375
C (2.45, 3.52, 0.46)  -0.209
C (1.17, 3.00, 0.51)  -0.203
C (3.40, 2.96, -0.39)  -0.206
C (-4.69, -0.42, -0.06)  0.296
C (-2.65, 1.40, 0.23)  0.236
C (1.53, -2.69, -0.77)  -0.256
C (-4.94, 0.86, 0.46)  -0.264
C (-3.93, 1.79, 0.61)  -0.212
C (1.66, -2.30, 1.83)  -0.074
C (-0.98, 0.10, -0.54)  -0.253
H (0.43, 3.42, 1.17)  0.223
H (1.50, 0.54, -1.80)  0.225
H (1.89, -1.99, 2.85)  0.201
H (1.56, -2.60, -1.86)  0.246
H (3.78, 1.46, -1.87)  0.216
H (2.71, 4.36, 1.08)  0.217
H (1.61, -0.29, 1.07)  0.201
H (-5.48, -2.09, -0.57)  0.480
H (-5.95, 1.10, 0.73)  0.227
H (-3.22, -1.78, -0.84)  0.218
H (1.11, -3.67, -0.52)  0.198
H (1.00, -3.18, 1.88)  0.166
H (0.03, -0.92, 1.59)  0.224
H (3.58, -3.31, -0.54)  0.198
H (-4.12, 2.77, 1.01)  0.226
H (3.33, -1.55, -0.44)  0.169
H (4.39, 3.37, -0.43)  0.216

Properties
Calculated total energy: -1089.94682 a.u.
SMILES: O=C(c1c(-c2ccccc2)oc2ccc(O)cc12)N1CCOCC1
Energy relative to the best compared isomer or geometry (same formula, charge and spin): 24.1 kcal/mol
Highest occupied orbital energy: -8.097 eV
Kohn-Sham gap: 8.286 eV


(3)
Molecular formula: C19H18AsCl8CoN4O3S
Method: DFT, wB97M-V/def2-TZVPD

Each line ends with the natural charge from an NBO analysis.
Geometry (Å):
As (-0.26, -0.10, -3.10)  0.918
Co (0.30, 0.11, 1.32)  1.081
Cl (5.54, -4.42, 2.76)  0.019
Cl (-3.51, -2.49, 0.13)  0.020
Cl (-4.87, -0.42, -1.35)  -0.008
Cl (3.47, -5.54, 0.71)  0.029
Cl (5.48, -1.38, 3.50)  0.028
Cl (1.35, -3.62, -0.58)  0.029
Cl (3.35, 0.50, 2.17)  0.026
Cl (-4.60, -0.21, 1.52)  -0.012
S (0.00, -1.38, 2.99)  -0.307
O (-2.64, 1.29, -0.39)  -0.708
O (-1.42, -0.53, 0.15)  -0.757
O (1.61, -0.86, 0.27)  -0.786
N (-0.91, 1.23, 2.30)  -0.244
N (-1.62, 0.78, 3.38)  -0.458
N (-1.88, -0.95, 4.82)  -0.801
N (0.53, 1.75, 0.26)  -0.461
C (-0.35, 2.71, 0.62)  0.210
C (4.38, -3.37, 2.03)  -0.133
C (3.41, -1.18, 1.77)  -0.130
C (2.46, -1.64, 0.83)  0.315
C (2.52, -3.02, 0.53)  -0.056
C (4.35, -2.02, 2.36)  -0.062
C (-1.24, -0.42, 3.73)  0.299
C (-2.46, 0.11, -0.11)  0.745
C (-3.79, -0.75, 0.02)  -0.193
C (1.42, -1.02, -3.54)  -0.965
C (0.45, 4.12, -1.13)  -0.151
C (-0.42, 3.91, -0.07)  -0.236
C (1.36, 3.14, -1.47)  -0.265
C (-1.20, 2.36, 1.77)  0.257
C (-2.30, 3.26, 2.22)  -0.686
C (-0.81, 0.23, -4.97)  -0.964
C (1.35, 1.95, -0.75)  0.098
C (3.45, -3.86, 1.12)  -0.090
C (-1.34, -1.71, -2.84)  -0.962
H (-2.40, -1.44, -2.84)  0.226
H (-0.16, 1.00, -5.40)  0.211
H (-1.09, -2.13, -1.87)  0.257
H (-0.74, -0.67, -5.57)  0.202
H (2.04, 3.26, -2.30)  0.218
H (2.02, 1.13, -0.97)  0.236
H (-1.84, -1.95, 4.90)  0.393
H (1.25, -1.81, -4.27)  0.204
H (-2.76, -0.52, 5.04)  0.388
H (2.13, -0.30, -3.96)  0.208
H (-1.91, 4.25, 2.50)  0.212
H (-2.81, 2.82, 3.07)  0.258
H (-1.15, 4.65, 0.22)  0.222
H (-1.15, -2.44, -3.63)  0.200
H (-3.01, 3.38, 1.40)  0.249
H (1.84, -1.44, -2.63)  0.242
H (0.41, 5.05, -1.68)  0.211
H (-1.83, 0.60, -4.99)  0.221

Properties
Calculated total energy: -8878.02183 a.u.
Energy relative to the best compared isomer or geometry (same formula, charge and spin): 0.0 kcal/mol
Highest occupied orbital energy (alpha / beta): -5.234 / -5.204 eV
2S+1: 2
Kohn-Sham gap (alpha / beta): 7.548 / 7.481 eV
Net charge: -1


(4)
Molecular formula: C19H18Br4MnNO7P
Method: DFT, wB97M-V/def2-TZVPD

Each line ends with the natural charge from an NBO analysis.
Geometry (Å):
Br (6.46, 0.86, -4.61)  0.017
Br (3.68, 0.68, -6.42)  0.017
Br (6.26, 0.48, -1.29)  0.015
Br (0.77, 0.12, -4.86)  0.004
Mn (1.44, -0.30, 0.20)  1.561
P (-1.23, 0.13, -0.29)  0.857
O (-0.37, -0.88, 6.23)  -0.677
O (0.42, 2.98, 2.92)  -0.729
O (1.06, 1.84, 1.08)  -0.769
O (0.85, -3.98, 2.35)  -0.714
O (1.18, -0.16, -1.90)  -0.853
O (3.40, -0.01, -0.44)  -0.860
O (1.28, -2.48, 0.73)  -0.791
N (0.86, -0.47, 2.34)  -0.534
C (3.63, 0.47, -4.54)  -0.177
C (0.71, 1.96, 2.29)  0.740
C (-1.95, -1.04, -1.51)  -0.733
C (-2.14, 1.93, -2.38)  -0.609
C (2.40, 0.23, -3.89)  -0.203
C (-2.57, 0.33, 0.96)  -0.724
C (0.98, -2.84, 1.90)  0.744
C (4.71, 0.39, -2.38)  -0.239
C (0.04, -0.72, 4.93)  0.324
C (0.59, 0.62, 3.04)  0.141
C (0.30, -1.86, 4.18)  -0.297
C (0.71, -1.68, 2.87)  0.138
C (-1.24, 1.77, -1.16)  -0.715
C (2.30, 0.06, -2.52)  0.264
C (3.51, 0.15, -1.71)  0.360
C (0.17, 0.54, 4.36)  -0.328
C (-3.94, 0.80, 0.48)  -0.609
C (4.78, 0.54, -3.78)  -0.163
C (-2.00, -2.45, -0.93)  -0.615
H (-2.93, -0.72, -1.88)  0.192
H (-2.07, 2.94, -2.78)  0.198
H (-4.36, 0.13, -0.27)  0.196
H (-0.51, -0.01, 6.60)  0.472
H (-0.04, 1.46, 4.90)  0.232
H (-4.66, 0.85, 1.31)  0.193
H (-2.69, -2.51, -0.09)  0.186
H (-1.25, -1.01, -2.36)  0.261
H (0.19, -2.86, 4.57)  0.245
H (-0.20, 1.93, -1.46)  0.261
H (-3.89, 1.80, 0.04)  0.203
H (-1.84, 1.24, -3.18)  0.217
H (-2.66, -0.63, 1.48)  0.220
H (-2.17, 1.03, 1.70)  0.234
H (-3.19, 1.73, -2.15)  0.183
H (-1.45, 2.52, -0.40)  0.223
H (-1.01, -2.75, -0.57)  0.246
H (-2.33, -3.17, -1.68)  0.194

Properties
Calculated total energy: -13104.93631 a.u.
Highest occupied orbital energy (alpha / beta): -1.549 / -1.666 eV
2S+1: 6
Kohn-Sham gap (alpha / beta): 5.681 / 5.796 eV
Net charge: -2


Question: What is the calculated total energy in the third record?
Answer: -8878.02183 a.u.


Question: Look up the calculated total energy of the first one.
Answer: -1014.72443 a.u.


Question: calculated total energy of number 3 (C19H18AsCl8CoN4O3S)?
Answer: -8878.02183 a.u.